No. 1
Below is an isolated ion of composition C10H20O3P and charge +1 in a non-equilibrium geometry, with properties calculated with wB97M-V/def2-TZVPD.

Computed properties:
E_LUMO: -0.09349 hartree
Relative energy (zero: lowest compared OMol25 entry of this formula, charge and spin): 0.000 eV
Net charge: +1
Total energy: -26116.9368 eV

Last column: Löwdin charge in e.
Positions of all 34 atoms, in Å:
1 H -0.585 -0.880 -2.522  0.069
2 C -1.009 1.429 2.402  -0.134
3 H 2.185 0.427 -2.375  0.113
4 C 0.242 0.718 1.865  -0.288
5 H -1.835 0.712 2.407  0.059
6 O -2.057 0.771 -0.979  0.008
7 H -2.169 -1.329 -2.369  0.077
8 C -3.204 1.073 -0.450  -0.333
9 H -0.256 -2.515 1.105  0.092
10 H 0.654 2.418 -0.479  0.132
11 H -1.306 2.295 1.799  0.072
12 H 2.234 2.178 -2.362  0.025
13 C 1.407 -1.292 0.179  -0.342
14 C 0.906 -2.561 0.870  -0.113
15 H 0.420 -0.366 2.365  0.126
16 H 2.265 -0.794 0.607  0.095
17 C -1.528 -0.451 -0.580  -0.481
18 O -3.905 0.478 0.303  0.137
19 H 1.168 1.327 2.101  0.111
20 C -1.285 -1.262 -1.876  0.029
21 H 1.383 -2.779 1.851  0.093
22 O -2.175 -1.645 1.376  0.093
23 H -3.530 2.127 -0.798  0.193
24 H 1.755 -1.290 -0.863  0.083
25 H -0.837 1.802 3.473  0.114
26 H 1.032 -3.448 0.212  0.088
27 H -3.311 -1.660 -0.224  0.179
28 P 0.213 0.053 0.059  1.139
29 H 0.051 1.460 -1.932  0.098
30 C 0.792 1.438 -1.091  -0.318
31 C 2.132 1.409 -1.739  -0.144
32 C -2.407 -1.202 0.297  -0.309
33 H -0.964 -2.263 -1.649  0.110
34 H 3.061 1.354 -1.026  0.125

Forces on atoms 1 to 2 (eV/Å):
H 1.749 1.414 -1.346
C 0.142 -0.047 1.014

No. 2
Below is C10H21B3O13S2 as an isolated structure in a non-equilibrium geometry, with properties calculated with wB97M-V/def2-TZVPD.

Computed properties:
E_LUMO: 0.00971 hartree
Net charge: 0
Total energy: -61024.1035 eV

Last column: Löwdin charge in e.
Positions of all 49 atoms, in Å:
1 H -1.181 -2.652 -0.885  0.129
2 C 0.918 4.378 -4.450  -0.177
3 B -2.422 -0.079 -2.170  -0.148
4 S 0.889 2.432 -2.883  0.733
5 H -2.119 -0.624 -3.168  0.112
6 O 0.365 0.103 3.575  -0.237
7 H -2.802 -5.832 3.227  0.086
8 C 0.917 -1.514 -0.868  -0.175
9 O -0.345 1.796 -2.476  -0.247
10 B -3.494 0.229 -0.073  -0.186
11 H -1.735 -5.429 0.995  0.140
12 H 0.282 5.199 -4.790  0.136
13 C 0.382 -0.311 0.109  -0.069
14 O -1.461 0.923 -1.585  -0.026
15 O 0.593 4.019 -3.108  -0.192
16 C 2.670 2.414 3.507  -0.175
17 O 2.125 2.294 -2.148  -0.237
18 H -4.403 0.797 0.416  0.098
19 C -1.002 -5.149 1.889  -0.229
20 H 3.486 3.016 3.914  0.136
21 H -1.332 -5.151 4.225  0.082
22 O -2.220 0.204 0.713  0.114
23 O -0.463 1.985 5.067  -0.230
24 B -1.094 0.299 -0.281  -0.369
25 C 0.339 -3.980 0.249  -0.252
26 H 1.166 0.584 0.013  0.122
27 H -2.440 -3.965 3.211  0.088
28 H 1.966 -1.863 -0.416  0.135
29 S 0.438 1.461 4.067  0.682
30 O 1.141 -5.021 -0.013  -0.024
31 C -0.028 -2.853 -0.908  -0.078
32 H 3.080 1.654 2.834  0.133
33 H 0.407 -0.634 1.258  0.118
34 C -1.937 -5.031 3.231  -0.105
35 H 1.914 3.525 1.781  0.136
36 H 1.167 -1.143 -1.973  0.133
37 O 0.433 2.467 2.784  -0.198
38 H 1.966 4.695 -4.474  0.132
39 C 0.710 3.109 -5.273  -0.177
40 C 1.617 3.263 2.800  -0.172
41 O -0.251 -3.897 1.596  -0.119
42 O 1.969 1.745 4.553  -0.193
43 H -0.210 -5.996 2.061  0.130
44 H 1.405 4.178 3.363  0.132
45 O -3.679 -0.370 -1.410  0.095
46 H -0.353 2.942 -5.478  0.132
47 H 0.197 -3.389 -1.948  0.139
48 O 1.170 2.046 -4.443  -0.193
49 H 1.262 3.129 -6.216  0.136

Forces on atoms 1 to 2 (eV/Å):
H 2.150 -0.165 0.220
C 0.436 0.158 -0.471

No. 3
Below is a 2-piece molecular cluster, C10H21BF3N3O overall in a non-equilibrium geometry, with properties calculated with wB97M-V/def2-TZVPD.

Computed properties:
E_LUMO: -0.00390 hartree
Relative energy (zero: lowest compared OMol25 entry of this formula, charge and spin): 1.480 eV
Net charge: 0
Total energy: -26056.7579 eV
SMILES string: [H]/N=C(\C)CB(CCCCN)C(F)(F)F.CC(N)=O

Last column: Löwdin charge in e.
Positions of all 39 atoms, in Å:
1 H -2.536 1.571 -4.045  0.066
2 H -0.340 1.019 1.477  0.129
3 H 4.698 -2.031 0.142  0.099
4 C -0.693 0.290 -2.301  -0.181
5 C 0.459 0.188 -1.207  -0.215
6 N -2.742 1.665 -3.043  -0.040
7 F -1.032 -3.389 0.903  0.052
8 H 3.079 -1.623 -0.318  0.082
9 N 4.043 -1.352 -0.202  0.163
10 H -1.996 1.166 0.767  0.108
11 C 4.379 -0.075 -0.525  -0.587
12 H -1.770 1.992 -1.196  0.090
13 H 0.589 1.170 -0.646  0.115
14 B -1.034 -0.948 0.719  -0.122
15 C 0.307 -1.047 -0.205  -0.128
16 H -3.900 0.648 4.002  0.073
17 C -1.343 0.479 1.389  -0.053
18 H 1.434 0.030 -1.770  0.090
19 C 5.827 0.293 -0.341  -0.008
20 H -1.399 -0.605 -2.310  0.111
21 H -3.350 0.910 -2.719  0.059
22 H -4.086 0.255 2.163  0.086
23 H 5.896 1.117 0.370  0.088
24 H 6.240 0.603 -1.301  0.088
25 H 1.194 -1.098 0.511  0.113
26 C -3.503 0.815 2.963  -0.055
27 O 3.544 0.711 -0.939  0.030
28 C -1.493 1.684 -2.246  -0.284
29 H 0.334 -2.020 -0.802  0.117
30 H -0.202 0.283 -3.333  0.110
31 H 6.414 -0.545 0.038  0.071
32 H -3.568 1.939 2.776  0.086
33 N -1.310 0.075 3.914  0.107
34 H -0.832 2.517 -2.657  0.123
35 F -2.697 -2.556 -0.325  0.075
36 H -1.982 0.146 4.696  0.045
37 F -2.745 -2.408 1.937  0.087
38 C -1.949 0.428 2.842  -0.397
39 C -1.931 -2.296 0.822  -0.390

Forces on atoms 1 to 2 (eV/Å):
H -0.247 -0.197 0.708
H -1.206 -0.683 -0.171

No. 4
Below is an isolated molecule of C10H21BO3S in a non-equilibrium geometry, with properties calculated with wB97M-V/def2-TZVPD.

Computed properties:
E_LUMO: 0.01529 hartree
Net charge: 0
Total energy: -28365.5829 eV
SMILES string: CB(O)[C@@H](CC(C)C)OC(=O)CCCS

Last column: Löwdin charge in e.
Positions of all 36 atoms, in Å:
1 C -0.702 0.468 0.749  -0.243
2 H -1.922 2.969 2.335  0.105
3 S 2.341 -0.556 -4.450  0.711
4 H 2.312 -0.019 -2.078  0.062
5 C 2.177 0.522 -3.007  -0.563
6 O -1.639 0.360 -0.335  0.018
7 H 1.302 1.668 2.456  0.064
8 H -0.864 -2.171 3.737  0.071
9 H -0.031 -3.438 0.462  0.080
10 C 0.719 2.468 2.007  0.012
11 H 0.739 -1.883 0.420  0.079
12 C -1.106 -1.981 1.582  -0.383
13 H 1.278 2.940 1.203  0.076
14 O -1.787 2.665 1.437  0.159
15 H 2.893 1.332 -3.049  0.067
16 C -0.227 -2.372 0.402  -0.077
17 C -1.147 -0.458 1.867  -0.109
18 H -0.907 -0.217 -3.100  0.135
19 H 0.519 -2.685 2.824  0.080
20 H 0.557 3.220 2.773  0.062
21 O -1.604 2.128 -1.775  0.127
22 C -1.211 1.002 -1.461  -0.427
23 H 0.500 1.244 -4.088  0.090
24 B -0.624 1.928 1.401  -0.454
25 C -0.262 0.221 -2.342  -0.099
26 H 0.791 2.107 -2.611  0.110
27 H -0.939 -3.704 2.918  0.075
28 H -0.742 -2.205 -0.536  0.073
29 H 0.309 0.198 0.433  0.131
30 H -0.492 -0.255 2.713  0.116
31 C 0.757 1.116 -3.043  -0.265
32 H -2.120 -2.324 1.417  0.131
33 H 0.196 -0.609 -1.820  0.094
34 C -0.566 -2.691 2.831  -0.084
35 H 3.648 -0.843 -4.427  -0.158
36 H -2.145 -0.142 2.152  0.132

Forces on atoms 1 to 2 (eV/Å):
C 0.327 0.703 0.295
H -0.026 0.842 0.070

Gap between HOMO and LUMO for every record listed, in sequence, given in eV: 11.114; 9.456; 8.988; 9.592.